[1]
16
Properties=species:S:1:pos:R:3:lowdin_charge:R:1 method="wB97M-V/def2-TZVPD" e_tot_ev=-7735.035 total_charge=+1 orbital_gap_ha=0.4262 smiles="CNNC(C)=[NH2+]" de_lowest_kcal_mol=74.5
N 0.45107 0.09213 0.47568 0.03
N -1.30799 0.90465 -0.86637 0.20
N 1.37167 0.49156 -0.51767 -0.10
C -0.82289 0.34232 0.20390 -0.21
C -1.92745 -0.03437 1.69944 0.10
C 2.10293 -0.59062 -1.16493 -0.06
H 1.95103 1.18541 -0.12939 0.12
H -1.24342 -0.72422 2.22220 0.06
H 2.54523 -0.19377 -2.05919 0.09
H -2.27231 0.93764 -1.18708 0.15
H -0.56048 1.02372 -1.56287 0.13
H -2.95806 -0.13601 1.41533 0.05
H 1.26359 -1.37279 -1.27865 0.12
H 0.73724 -0.45275 1.25424 0.15
H -1.84008 1.00760 2.18276 0.09
H 2.85326 -1.03400 -0.57784 0.06

***

[2]
95
Properties=species:S:1:pos:R:3:lowdin_charge:R:1 method="wB97M-V/def2-TZVPD" e_tot_ev=-102944.941 orbital_gap_ha=0.3128
S -1.83031 -4.57785 -2.27234 0.61
P 4.21807 -0.51238 -6.39640 0.63
P -1.00628 2.87095 5.07576 0.63
Si -0.75292 -1.45937 1.17702 0.58
Si -1.32075 -4.23085 0.72252 0.53
F -4.79585 1.00018 0.99462 0.13
F -5.28799 0.04416 -0.89139 0.16
F -3.60584 1.40415 -0.78335 0.15
F 2.35215 -0.24125 -1.14676 -0.07
O 5.46524 -1.27383 -6.11855 -0.29
O -0.44199 2.57796 3.72726 -0.30
O -2.27455 -3.83980 4.55459 0.13
O -0.48089 -4.79733 3.63880 0.03
O -0.50737 -4.99740 -2.64903 -0.35
O -2.91599 -4.90948 -3.15309 -0.35
O -1.13405 -2.69166 0.12037 -0.34
O -4.10634 -1.70676 0.92304 0.00
N -0.89437 3.63504 6.61732 -0.27
N 2.65673 -0.40302 -7.12712 -0.28
N 3.54879 -0.40796 -4.82899 -0.32
N 4.82292 1.00256 -6.92636 -0.30
N -1.45627 1.31189 5.62284 -0.30
N -2.37277 3.80400 4.64950 -0.32
C 1.74888 -1.51512 -6.74661 -0.12
C 5.74874 0.94014 -8.05379 -0.13
C -2.14583 -5.23286 -0.66449 -0.33
C -2.50833 4.17800 3.24610 -0.13
C 1.28588 -1.02842 -0.71072 -0.26
C 0.19738 3.09745 7.46458 -0.13
C -3.34438 -0.71320 0.26930 -0.34
C -4.26905 0.44054 -0.12107 -0.58
C 4.14224 2.27636 -6.81866 -0.13
C -2.51016 1.00027 6.56892 -0.12
C -0.66223 5.10024 6.53559 -0.12
C 4.21439 -1.15935 -3.77014 -0.12
C 2.94695 0.78746 -4.27107 -0.14
C -1.76181 -4.28879 3.57900 -0.59
C 0.82105 -0.56558 0.65943 -0.22
C -0.37939 0.32750 5.62079 -0.13
C 2.69798 -0.40133 -8.60824 -0.13
C -3.68221 3.65295 5.25384 -0.14
C -2.43726 -4.32547 2.23461 -0.15
C -2.17212 -0.21084 1.09645 -0.15
H 2.32245 0.52604 -3.41537 0.06
H -4.22731 2.79302 4.84349 0.08
H 5.26142 0.68376 -9.00455 0.06
H 1.16616 3.10378 6.95760 0.09
H -0.62328 5.51121 7.54437 0.08
H 0.27418 5.34253 6.02460 0.09
H -1.75556 0.66435 0.59221 0.09
H 1.68401 -0.44221 -9.00283 0.08
H 6.52028 0.19307 -7.86812 0.07
H -0.55563 -1.92049 2.57483 0.03
H -4.28413 4.54564 5.06266 0.08
H 2.14150 -2.49137 -7.04618 0.09
H -2.30825 1.33011 7.59817 0.08
H 0.28244 3.69236 8.37212 0.08
H -1.85245 -3.23451 -2.12210 0.07
H 6.25438 1.89650 -8.18780 0.08
H -1.56054 4.51190 2.83567 0.07
H 0.13492 0.34964 4.65873 0.06
H 4.48267 -2.15752 -4.10308 0.07
H -4.46742 -1.33765 1.73920 0.11
H 2.28578 1.28657 -4.97918 0.07
H 3.54732 -1.27869 -2.91720 0.06
H 0.11254 -4.03253 3.61941 0.10
H 0.78228 -1.36750 -7.22912 0.08
H 5.12368 -0.65377 -3.42260 0.09
H 4.82942 3.07648 -7.09805 0.08
H 1.57458 -1.53005 -5.67588 0.07
H 1.62315 -0.72524 1.38196 0.08
H -2.65827 -0.08010 6.59890 0.08
H 0.47011 -0.91464 -1.42840 0.11
H -2.47394 0.11514 2.09364 0.10
H -0.01201 -4.85641 0.96451 0.04
H -3.20720 5.01304 3.15869 0.08
H 3.25280 2.37282 -7.45923 0.08
H -1.85580 -6.28011 -0.64551 0.08
H 3.84763 2.49467 -5.79687 0.05
H 1.61928 -2.06520 -0.65979 0.12
H -3.46640 1.41342 6.26314 0.05
H 3.13725 0.52039 -8.98649 0.06
H -2.90823 -5.31631 2.18019 0.11
H 0.37420 0.48990 6.40291 0.07
H -0.77180 -0.68204 5.74976 0.08
H -0.02040 2.07977 7.78449 0.06
H 3.70697 1.49676 -3.91770 0.09
H -1.47502 5.59808 6.01751 0.07
H 3.25918 -1.24716 -9.01557 0.09
H -3.01830 -1.15355 -0.67413 0.15
H -3.24609 -3.59950 2.22946 0.08
H -2.88033 3.35053 2.62891 0.08
H -3.22225 -5.10909 -0.51555 0.07
H 0.58869 0.50081 0.66281 0.08
H -3.61870 3.56147 6.33725 0.07

***

[3]
21
Properties=species:S:1:pos:R:3:lowdin_charge:R:1 method="wB97M-V/def2-TZVPD" e_tot_ev=-13001.277 orbital_gap_ha=0.3925 smiles="NCCC=O.O.O.O" de_lowest_kcal_mol=43.5
O -2.95034 1.25702 -0.23437 0.06
O 2.66910 1.27768 1.48476 -0.06
O 3.22354 -0.69857 -1.22361 -0.12
O -2.82556 -1.98593 0.26668 -0.06
N 1.13809 -0.97961 0.19295 -0.02
C -1.79423 1.44398 -0.48373 -0.26
C 0.08730 -0.31374 -0.60918 -0.23
C -0.70594 0.70449 0.21336 -0.16
H -1.08825 0.26622 1.12800 0.12
H 2.38340 -1.01047 -0.79365 -0.04
H 0.58541 0.24335 -1.39683 0.11
H 0.05072 1.43452 0.52139 0.12
H -3.45393 -2.34451 0.89880 0.04
H 2.77730 0.71919 0.70067 0.00
H 1.13541 -0.55401 1.11803 0.08
H 3.39174 0.93600 2.01972 0.04
H -3.13309 -1.08100 0.12959 0.01
H 0.88987 -1.94350 0.38708 0.10
H -1.55209 2.18482 -1.24887 0.13
H -0.53928 -1.06687 -1.07429 0.11
H 4.12923 -0.89339 -1.01707 0.02

***

[4]
11
Properties=species:S:1:pos:R:3:lowdin_charge:R:1 method="wB97M-V/def2-TZVPD" e_tot_ev=-9237.002 orbital_gap_ha=0.4531 de_lowest_kcal_mol=80.4
O 1.03110 -0.10804 -0.10530 -0.11
N -0.23391 -1.07329 -2.06478 0.01
N -1.01696 0.59229 2.54816 0.16
C -0.38243 0.81566 1.60758 -0.18
C 0.20553 -1.13506 -0.50073 -0.23
C -1.11541 -0.29983 -1.82769 0.05
C 0.41699 1.06760 0.39060 -0.19
H 0.79487 -2.03239 -0.59066 0.12
H -0.23166 1.52638 -0.36745 0.11
H -0.63650 -1.28596 0.18924 0.11
H 1.23050 1.75742 0.63340 0.14